[1]
# C38H25Cl5N5O4STa

A structure of composition C38H25Cl5N5O4STa (ωB97M-V/def2-TZVPD, OMol25).

Properties
* gap between HOMO and LUMO: 0.259 Eh
* largest force on an atom: 2.206 eV Å⁻¹
* spin multiplicity: 1
* LUMO energy: -0.729 eV
* calculated total energy: -130453.1960 eV
* total charge: 0

Last column: Löwdin charge in e.
Element x y z (Å)
Ta  0.7691  0.3583  0.7986  1.643
C  0.4011  5.2064  -3.0926  -0.073
O  0.4681  4.5524  -4.3541  -0.074
C  -0.3931  3.5281  -4.5638  -0.281
C  -0.2548  2.8435  -5.7692  0.004
C  -1.0789  1.7713  -6.0483  -0.036
C  -2.0190  1.3337  -5.1222  -0.280
C  -2.1903  2.0533  -3.9466  -0.016
C  -1.3872  3.1503  -3.6637  -0.018
N  -2.8090  0.1864  -5.5383  0.074
N  -3.1510  -0.6891  -4.7283  0.074
C  -2.6100  -0.6670  -3.3855  -0.253
C  -3.4948  -0.6217  -2.3465  -0.031
C  -3.0596  -0.4572  -1.0155  0.014
C  -1.7210  -0.3778  -0.7240  -0.363
O  -1.2481  -0.1227  0.4849  -0.273
C  -0.7954  -0.5787  -1.7811  -0.199
N  0.5324  -0.5749  -1.4241  -0.065
C  1.4362  -0.7036  -2.3631  -0.134
C  1.0993  -0.9072  -3.7139  -0.009
C  -0.2113  -0.9223  -4.0813  0.021
C  -1.2183  -0.7244  -3.1064  -0.102
H  1.2033  5.9366  -3.0893  0.093
H  0.5487  4.4992  -2.2736  0.047
H  -0.5551  5.7180  -2.9632  0.096
H  0.5037  3.1723  -6.4698  0.121
H  -0.9879  1.2348  -6.9865  0.115
H  -2.9533  1.7706  -3.2332  0.116
H  -1.5342  3.6818  -2.7341  0.098
H  -4.5558  -0.6375  -2.5740  0.120
H  -3.7753  -0.3567  -0.2074  0.117
H  2.4707  -0.6531  -2.0605  0.084
H  1.8888  -1.0385  -4.4401  0.115
H  -0.4866  -1.0754  -5.1160  0.120
O  -0.3178  1.6671  2.3859  -0.402
S  0.0408  0.7873  3.5285  0.643
O  1.0368  1.2050  4.4651  -0.260
N  0.4808  -0.4949  2.6715  -0.257
C  0.4535  -1.8195  3.1456  -0.225
C  0.4199  -2.2126  4.4499  0.000
C  0.3451  -3.5900  4.7673  -0.056
C  0.3140  -4.5336  3.7847  -0.030
C  0.3642  -4.1340  2.4235  -0.143
C  0.3440  -5.0405  1.3405  0.005
C  0.3964  -4.5637  0.0668  -0.032
C  0.4868  -3.1726  -0.1439  -0.158
N  0.5118  -2.2958  0.8271  0.080
C  0.4413  -2.7709  2.1076  -0.151
C  -1.4453  0.5079  4.4060  -0.286
C  -2.6066  0.2937  3.6661  -0.031
C  -3.8079  0.1860  4.3447  -0.058
C  -3.8359  0.3061  5.7293  -0.064
C  -2.6681  0.5231  6.4499  -0.063
C  -1.4539  0.6294  5.7892  -0.053
H  0.4663  -1.4800  5.2454  0.109
H  0.3213  -3.8861  5.8081  0.110
H  0.2588  -5.5888  4.0248  0.115
H  0.2860  -6.1046  1.5402  0.123
H  0.3819  -5.2281  -0.7870  0.113
H  0.5438  -2.7843  -1.1514  0.093
H  -2.5529  0.2186  2.5844  0.106
H  -4.7242  0.0166  3.7940  0.110
H  -4.7824  0.2412  6.2518  0.108
H  -2.7027  0.6147  7.5275  0.109
H  -0.5299  0.8191  6.3208  0.116
Cl  3.5256  -2.5901  -0.4908  0.710
C  3.8741  -0.9121  -0.1536  -0.680
C  2.9212  -0.0437  0.3943  -0.248
C  3.3574  1.2285  0.7700  -0.396
Cl  0.4038  2.1318  -0.7188  0.272
C  4.6282  1.6982  0.4713  -0.631
Cl  5.0476  3.3113  0.9205  0.713
C  5.5345  0.8541  -0.1474  -0.692
Cl  7.1175  1.4085  -0.5295  0.685
C  5.1666  -0.4714  -0.4295  -0.702
Cl  6.3362  -1.5417  -1.1163  0.662
C  2.2668  1.9045  1.5085  -0.315
H  2.0721  2.9298  1.2066  0.033
H  2.4514  1.8872  2.5830  0.058



[2]
# C9H14

A cluster of 2 separate species, C9H14 in total (ωB97M-V/def2-TZVPD, OMol25).

Properties
* gap between HOMO and LUMO: 0.368 Eh
* ΔE to the lowest compared entry with this formula, charge and spin: 101.1 kJ/mol
* largest force on an atom: 3.214 eV Å⁻¹
* spin multiplicity: 1
* SMILES: Cc1ccccc1.CC
* LUMO energy: 1.022 eV
* calculated total energy: -9559.1338 eV
* total charge: 0

Last column: natural (NBO) charge in e.
Element x y z (Å)
C  -1.0528  1.6044  0.4793  -0.639
C  1.4585  1.4478  0.6925  -0.216
C  0.2058  0.8998  0.9755  -0.013
C  2.5395  0.7744  1.2349  -0.209
C  2.3479  -0.3666  2.0434  -0.217
C  0.0684  -0.2607  1.7071  -0.226
C  1.1129  -0.9723  2.2821  -0.195
H  1.6104  2.3169  0.0440  0.218
H  3.5513  1.1574  1.2070  0.212
H  -1.1602  1.9000  -0.5484  0.220
H  -1.1170  2.4594  1.1387  0.224
H  3.2684  -0.7847  2.4725  0.204
H  -0.9187  -0.6418  1.9895  0.205
H  1.0108  -1.8710  2.8297  0.218
H  -1.8850  0.8650  0.5173  0.215
C  -1.2248  -1.7483  -2.1528  -0.613
C  -1.5223  -0.3860  -2.7059  -0.621
H  -1.7146  -1.8944  -1.2188  0.204
H  -1.3410  -2.5738  -2.8303  0.206
H  -0.1466  -1.7996  -1.8011  0.200
H  -1.0135  0.3679  -1.9958  0.210
H  -2.5964  -0.1777  -2.5725  0.196
H  -1.4810  -0.3160  -3.7880  0.216



[3]
# C23H33ClNO2SSc

A structure of composition C23H33ClNO2SSc (ωB97M-V/def2-TZVPD, OMol25).

Properties
* gap between HOMO and LUMO: 0.267 Eh
* ΔE to the lowest compared entry with this formula, charge and spin: 105.0 kJ/mol
* largest force on an atom: 3.285 eV Å⁻¹
* spin multiplicity: 1
* LUMO energy: 0.225 eV
* calculated total energy: -74028.4036 eV
* total charge: 0

Last column: natural (NBO) charge in e.
Element x y z (Å)
Sc  0.5645  0.2774  -0.3970  1.736
C  2.6857  0.4751  3.1979  -0.271
O  1.5009  1.2209  2.7253  -0.528
C  1.3033  0.9999  1.4424  0.353
O  2.1622  1.2968  0.5859  -0.722
H  2.9807  -0.3212  2.4872  0.204
H  2.4597  0.0878  4.1983  0.202
H  3.4605  1.2129  3.3173  0.192
C  2.3126  1.6255  -3.4543  -0.751
S  0.9523  2.0593  -2.3891  0.182
C  1.5986  3.5825  -1.4824  -0.681
H  2.8311  2.5402  -3.7686  0.236
H  1.9728  1.0480  -4.2957  0.248
H  3.0623  0.9584  -3.0257  0.243
H  2.5327  3.3762  -0.9818  0.239
H  0.8825  3.9151  -0.7394  0.241
H  1.7266  4.3321  -2.2762  0.226
Cl  3.4906  -2.8412  0.2283  -0.010
C  3.2349  -2.7248  -1.4979  -0.101
C  4.1246  -3.3253  -2.3294  -0.201
C  4.1499  -3.0831  -3.6994  -0.281
C  3.0657  -2.3770  -4.2298  -0.185
C  2.0521  -1.9223  -3.4619  -0.303
C  2.0839  -2.1544  -2.0568  0.084
C  0.9326  -1.8373  -1.2748  -1.014
H  4.9611  -3.8675  -1.8398  0.218
H  5.0312  -3.3438  -4.3054  0.219
H  3.0690  -2.2495  -5.3483  0.205
H  1.2539  -1.3674  -4.0125  0.208
H  0.7163  -2.4821  -0.3894  0.243
H  0.0758  -1.7127  -1.9571  0.212
C  -2.0823  -2.7540  3.8493  -0.638
C  -2.0009  -1.3737  3.2671  0.015
C  -2.0318  -0.2038  4.0436  -0.249
C  -1.9660  1.0887  3.5126  0.022
C  -2.0798  2.2260  4.4937  -0.630
C  -1.8059  1.2233  2.1008  -0.269
C  -1.7060  0.0574  1.2851  0.254
C  -1.8209  -1.2106  1.8665  -0.293
N  -1.4509  0.2062  -0.0643  -0.938
C  -2.5066  0.6219  -1.0042  0.102
C  -3.0166  2.0295  -0.6639  -0.626
C  -3.6720  -0.3595  -0.8077  -0.614
C  -2.0123  0.4584  -2.4406  -0.624
H  -1.0557  -3.1235  3.9307  0.221
H  -2.5153  -3.4560  3.1077  0.221
H  -2.5603  -2.8498  4.8710  0.220
H  -2.1121  -0.3312  5.1234  0.195
H  -1.1660  2.8339  4.4742  0.219
H  -2.1851  1.7661  5.5053  0.210
H  -2.9512  2.8108  4.3150  0.217
H  -1.7380  2.1850  1.6884  0.201
H  -1.7434  -2.0821  1.1620  0.218
H  -3.8551  2.0050  0.0864  0.224
H  -3.3798  2.6318  -1.5742  0.211
H  -2.2337  2.6540  -0.2436  0.204
H  -3.9704  -0.3139  0.2707  0.217
H  -3.3463  -1.3972  -1.0193  0.214
H  -4.5448  -0.0547  -1.4760  0.204
H  -1.3743  1.2535  -2.7186  0.210
H  -2.8363  0.5499  -3.2228  0.221
H  -1.5105  -0.4896  -2.6882  0.219



[4]
# C18H39NO2PtSSbSi3

A structure of composition C18H39NO2PtSSbSi3 (ωB97M-V/def2-TZVPD, OMol25).

Properties
* gap between HOMO and LUMO (spin up / spin down): 0.199 / 0.199 Eh
* largest force on an atom: 1.797 eV Å⁻¹
* spin multiplicity: 1
* LUMO energy (spin up / spin down): -11.058 / -11.057 eV
* calculated total energy: -69109.6277 eV
* total charge: +3

Last column: natural (NBO) charge in e.
Element x y z (Å)
Pt  0.2366  1.2822  -0.4910  0.826
O  -1.3144  1.1632  0.7935  -0.562
N  -1.2721  2.0097  1.8701  -0.008
C  -2.4266  2.2079  2.5456  0.044
C  -2.4385  3.0304  3.6370  -0.203
C  -1.2476  3.6527  4.0364  -0.087
C  -0.0906  3.4196  3.3258  -0.212
C  -0.1309  2.5785  2.2165  0.013
S  1.2642  2.2201  1.2573  0.165
H  -3.2914  1.6933  2.1564  0.253
H  -3.3676  3.1900  4.1649  0.279
H  -1.2376  4.3231  4.8854  0.275
H  0.8493  3.8811  3.5982  0.272
C  -0.5413  -1.1704  3.7340  -1.175
Si  0.7116  -2.0416  2.7133  1.632
C  0.4624  -3.8312  2.4023  -1.185
C  2.4174  -1.3753  2.7166  -1.184
Sb  -0.0909  -1.2247  0.1684  -0.010
Si  -3.2135  -1.2711  -0.5652  1.868
C  -4.2495  -0.6773  0.8060  -1.229
C  -2.9779  -0.2532  -2.0692  -1.205
C  -3.0032  -3.0811  -0.6512  -1.224
Si  1.5803  -2.0809  -2.0516  1.656
C  3.1109  -1.1847  -1.5754  -1.185
C  0.6244  -1.3458  -3.4457  -1.184
C  1.4201  -3.8706  -1.6946  -1.191
H  -0.3715  -1.3865  4.7946  0.293
H  -1.5527  -1.4983  3.4907  0.257
H  -0.4666  -0.0890  3.6048  0.236
H  0.7713  -4.4034  3.2847  0.299
H  1.0644  -4.1874  1.5649  0.261
H  -0.5873  -4.0669  2.2189  0.261
H  2.8819  -1.5577  3.6928  0.292
H  2.4205  -0.2984  2.5461  0.254
H  3.0406  -1.8627  1.9661  0.263
H  -4.6039  0.3404  0.6408  0.270
H  -3.7043  -0.7198  1.7519  0.269
H  -5.1160  -1.3401  0.8973  0.304
H  -2.2479  0.5375  -1.9053  0.240
H  -3.9247  0.2329  -2.3296  0.293
H  -2.6666  -0.8698  -2.9131  0.277
H  -2.8590  -3.5127  0.3406  0.272
H  -2.1965  -3.3954  -1.3130  0.259
H  -3.9361  -3.5086  -1.0472  0.300
H  2.8809  -0.1686  -1.2638  0.237
H  3.7778  -1.1223  -2.4437  0.281
H  3.6570  -1.6891  -0.7781  0.273
H  0.1067  -0.4417  -3.1289  0.231
H  -0.1009  -2.0436  -3.8663  0.277
H  1.3141  -1.0649  -4.2486  0.281
H  2.0625  -4.1674  -0.8646  0.270
H  1.7384  -4.4458  -2.5728  0.298
H  0.3914  -4.1633  -1.4783  0.260
C  1.8762  3.6007  -3.5873  -0.439
C  2.6481  3.8440  -2.2872  -0.436
C  2.7780  2.4494  -1.7313  -0.060
O  1.4570  1.8262  -2.0307  -0.587
C  0.8852  2.5024  -3.2278  -0.071
H  2.5596  3.2534  -4.3612  0.239
H  1.3625  4.4879  -3.9490  0.267
H  2.0786  4.4792  -1.6063  0.223
H  3.6238  4.2949  -2.4564  0.272
H  2.9594  2.3953  -0.6643  0.207
H  3.5362  1.8717  -2.2582  0.215
H  -0.0972  2.8882  -2.9550  0.203
H  0.7757  1.7556  -4.0099  0.220